[1]
Computed, not measured: a molecular structure, C30H24Cl5N6O2PdSSi in a non-equilibrium geometry, with ωB97M-V/def2-TZVPD.

Results
Electronic energy in eV: -129334.5062
Total charge: +1
LUMO in eV: -4.38
Spin multiplicity: 1

Last column: natural (NBO) charge in e.
Positions of all 70 atoms, in Å:
1 Pd -0.294 0.026 -1.172  0.755
2 N 0.222 3.950 5.774  -0.775
3 C 0.015 2.854 4.991  0.220
4 C 0.853 1.733 5.095  -0.271
5 C 0.662 0.636 4.285  -0.142
6 C -0.376 0.635 3.359  -0.380
7 C -1.224 1.735 3.251  -0.152
8 C -1.031 2.835 4.054  -0.283
9 S -0.622 -0.732 2.314  2.343
10 O -2.008 -0.808 1.936  -0.963
11 O 0.020 -1.883 2.887  -0.943
12 N 0.116 -0.317 0.897  -0.954
13 C 1.430 -0.012 0.726  0.592
14 N 1.645 0.213 -0.597  -0.512
15 C 2.880 0.425 -1.030  0.126
16 C 3.920 0.476 -0.123  -0.332
17 C 3.593 0.311 1.218  0.139
18 N 2.362 0.063 1.658  -0.479
19 H 0.860 3.897 6.547  0.398
20 H -0.469 4.676 5.810  0.397
21 H 1.654 1.733 5.824  0.219
22 H 1.307 -0.227 4.365  0.249
23 H -2.052 1.707 2.555  0.219
24 H -1.697 3.686 3.979  0.220
25 H 3.013 0.570 -2.094  0.228
26 H 4.935 0.655 -0.441  0.247
27 H 4.363 0.371 1.979  0.215
28 Cl -0.323 -0.077 -4.530  0.017
29 C -0.193 1.500 -3.832  -0.002
30 C -0.180 1.603 -2.448  -0.249
31 C -0.070 2.863 -1.882  -0.103
32 Cl 0.005 3.031 -0.155  0.034
33 C 0.007 4.007 -2.679  -0.082
34 Cl 0.139 5.556 -1.955  0.086
35 C -0.020 3.883 -4.066  -0.079
36 Cl 0.068 5.279 -5.056  0.092
37 C -0.117 2.621 -4.652  -0.116
38 Cl -0.149 2.452 -6.357  0.086
39 N -7.686 0.376 -1.334  -0.210
40 C -6.539 0.324 -1.334  0.233
41 C -5.103 0.257 -1.336  -0.071
42 C -4.434 -0.434 -2.341  -0.194
43 C -3.057 -0.475 -2.306  0.056
44 N -2.348 0.117 -1.336  -0.447
45 C -2.990 0.792 -0.377  0.090
46 C -4.367 0.887 -0.342  -0.186
47 H -4.974 -0.921 -3.139  0.255
48 H -2.493 -0.963 -3.085  0.229
49 H -2.376 1.254 0.381  0.236
50 H -4.853 1.435 0.451  0.255
51 C -1.315 -3.309 0.227  -1.214
52 Si -0.057 -2.598 -0.906  1.851
53 C -0.457 -2.969 -2.678  -1.198
54 C 1.719 -2.897 -0.558  -0.565
55 C 2.619 -3.005 -1.628  -0.189
56 C 3.948 -3.321 -1.402  -0.220
57 C 4.396 -3.526 -0.103  -0.167
58 C 3.519 -3.415 0.967  -0.202
59 C 2.186 -3.100 0.745  -0.197
60 H -1.431 -4.349 -0.100  0.269
61 H -2.282 -2.813 0.148  0.276
62 H -1.008 -3.298 1.270  0.292
63 H -0.211 -4.036 -2.750  0.277
64 H 0.134 -2.438 -3.419  0.267
65 H -1.515 -2.870 -2.912  0.252
66 H 2.283 -2.856 -2.647  0.214
67 H 4.631 -3.415 -2.235  0.228
68 H 5.434 -3.777 0.075  0.228
69 H 3.869 -3.579 1.978  0.230
70 H 1.513 -3.005 1.588  0.254

---

[2]
Computed, not measured: a molecular structure, C30H24CoN8S, with ωB97M-V/def2-TZVPD.

Results
Electronic energy in eV: -91873.2413
Expectation value of S²: 0.7573
Total charge: +2
LUMO (alpha / beta) in eV: -5.67 / -5.65
Spin multiplicity: 2

Last column: natural (NBO) charge in e.
Positions of all 64 atoms, in Å:
1 Co -0.107 -0.056 0.191  1.084
2 C -0.632 2.396 1.379  -0.246
3 N 0.209 1.930 0.254  -0.429
4 C -0.189 2.482 -1.060  -0.259
5 C -0.067 1.451 -2.154  0.214
6 C 0.041 1.809 -3.486  -0.225
7 C 0.065 0.813 -4.448  -0.114
8 C -0.016 -0.511 -4.049  -0.232
9 C -0.107 -0.791 -2.700  0.065
10 N -0.132 0.168 -1.770  -0.473
11 C 1.632 2.222 0.567  -0.262
12 C 2.576 1.273 -0.116  0.194
13 C 3.826 1.680 -0.551  -0.227
14 C 4.663 0.746 -1.139  -0.120
15 C 4.206 -0.552 -1.295  -0.234
16 C 2.938 -0.865 -0.838  0.056
17 N 2.138 0.019 -0.234  -0.504
18 C -0.450 1.440 2.528  0.204
19 C -0.555 1.825 3.849  -0.225
20 C -0.397 0.869 4.841  -0.109
21 C -0.131 -0.438 4.473  -0.231
22 C -0.030 -0.746 3.129  0.077
23 N -0.186 0.170 2.168  -0.483
24 H -1.673 2.375 1.062  0.230
25 H -0.391 3.421 1.673  0.226
26 H 0.392 3.373 -1.307  0.230
27 H -1.233 2.795 -1.000  0.234
28 H 0.102 2.853 -3.763  0.244
29 H 0.146 1.069 -5.496  0.249
30 H -0.002 -1.319 -4.768  0.251
31 H -0.158 -1.811 -2.340  0.212
32 H 1.763 2.126 1.646  0.239
33 H 1.865 3.257 0.304  0.222
34 H 4.135 2.710 -0.434  0.240
35 H 5.649 1.030 -1.482  0.247
36 H 4.815 -1.310 -1.767  0.248
37 H 2.542 -1.863 -0.980  0.199
38 H -0.754 2.859 4.096  0.246
39 H -0.473 1.144 5.884  0.250
40 H 0.003 -1.216 5.211  0.252
41 H 0.180 -1.755 2.810  0.212
42 S -5.171 -5.645 -0.456  1.021
43 N -5.420 -4.059 -0.552  -0.593
44 C -4.250 -3.476 -0.340  0.161
45 C -4.006 -2.045 -0.329  -0.082
46 C -5.009 -1.098 -0.540  -0.113
47 C -4.678 0.235 -0.492  -0.174
48 C -3.358 0.585 -0.216  0.047
49 N -2.391 -0.296 -0.004  -0.478
50 C -2.705 -1.601 -0.079  0.144
51 C -1.608 -2.560 0.119  0.251
52 N -0.365 -2.063 0.289  -0.502
53 C 0.633 -2.905 0.540  0.051
54 C 0.468 -4.284 0.602  -0.236
55 C -0.786 -4.808 0.383  -0.086
56 C -1.848 -3.937 0.140  -0.085
57 C -3.205 -4.394 -0.099  0.089
58 N -3.598 -5.658 -0.117  -0.581
59 H -6.020 -1.431 -0.738  0.258
60 H -5.418 1.006 -0.655  0.241
61 H -3.090 1.634 -0.164  0.186
62 H 1.602 -2.457 0.713  0.218
63 H 1.317 -4.919 0.811  0.253
64 H -0.970 -5.874 0.402  0.261

---

[3]
Computed, not measured: a molecular structure, C30H24N3RuS2Se in a non-equilibrium geometry, with ωB97M-V/def2-TZVPD.

Results
Electronic energy in eV: -125556.1193
Expectation value of S²: 0.7653
Total charge: +2
LUMO (alpha / beta) in eV: -6.04 / -8.82
Spin multiplicity: 2

Last column: natural (NBO) charge in e.
Positions of all 61 atoms, in Å:
1 Ru 0.194 0.196 0.501  0.489
2 C -0.454 -0.461 3.778  -0.637
3 C -0.630 0.481 2.627  0.045
4 C 0.262 1.517 2.381  -0.187
5 C 0.085 2.421 1.289  0.075
6 C 0.935 3.648 1.127  -0.650
7 C -0.941 2.174 0.395  -0.239
8 C -1.907 1.162 0.628  0.095
9 C -3.076 1.030 -0.298  -0.642
10 C -1.740 0.336 1.732  -0.229
11 H -0.448 -1.496 3.435  0.238
12 H -1.278 -0.351 4.485  0.260
13 H 0.475 -0.265 4.309  0.243
14 H 1.104 1.635 3.051  0.255
15 H 1.309 3.748 0.110  0.232
16 H 1.765 3.677 1.831  0.245
17 H 0.310 4.522 1.314  0.269
18 H -1.058 2.816 -0.471  0.263
19 H -2.749 0.875 -1.325  0.238
20 H -3.645 1.961 -0.286  0.262
21 H -3.737 0.217 -0.003  0.241
22 H -2.439 -0.472 1.911  0.257
23 S 6.906 2.414 -0.293  0.495
24 C 7.016 4.090 -0.572  -0.373
25 C 5.793 4.658 -0.761  -0.246
26 C 4.744 3.710 -0.676  -0.217
27 C 5.194 2.439 -0.426  -0.296
28 C 4.401 1.216 -0.274  0.028
29 C 3.014 1.323 -0.054  0.076
30 N 2.219 0.282 0.117  -0.375
31 C 2.789 -0.966 0.080  0.205
32 C 4.144 -1.179 -0.161  -0.073
33 C 4.616 -2.541 -0.226  -0.150
34 C 3.779 -3.587 -0.064  -0.185
35 C 2.376 -3.392 0.202  0.018
36 C 1.433 -4.421 0.317  -0.134
37 C 0.094 -4.126 0.521  0.026
38 C -0.255 -2.772 0.666  0.058
39 N 0.622 -1.782 0.602  -0.354
40 C 1.917 -2.081 0.316  0.108
41 C -0.947 -5.154 0.586  -0.302
42 C -0.788 -6.511 0.535  -0.185
43 C -2.017 -7.216 0.604  -0.238
44 C -3.089 -6.384 0.703  -0.371
45 S -2.617 -4.743 0.715  0.435
46 C 4.952 -0.050 -0.337  -0.122
47 H 7.981 4.571 -0.582  0.263
48 H 5.648 5.709 -0.959  0.246
49 H 3.706 3.970 -0.834  0.211
50 H 2.552 2.292 -0.032  0.209
51 H 5.667 -2.707 -0.422  0.243
52 H 4.153 -4.600 -0.135  0.243
53 H 1.760 -5.449 0.225  0.238
54 H -1.275 -2.483 0.886  0.215
55 H 0.169 -7.007 0.457  0.229
56 H -2.099 -8.292 0.585  0.251
57 H -4.132 -6.647 0.774  0.262
58 H 6.009 -0.179 -0.533  0.243
59 Se -1.765 -1.403 -3.684  0.480
60 C -0.923 -0.726 -2.264  0.063
61 N -0.401 -0.269 -1.332  -0.347